DFT (ωB97M-V with the def2-TZVPD basis set) results for a cluster of 9 separate species, C35H73BIO8 in total at a distorted geometry.

Computed properties:
Orbital gap: 0.234 Ha
HOMO: -4.1847 eV
Molar mass: 759.68 g mol⁻¹
Charge: -1

CARTESIAN COORDINATES (ANGSTROEM)
C: -2.0308 1.0941 -2.8691
C: -1.0711 2.2590 -3.0652
C: 0.4115 1.8917 -3.1964
B: 0.7979 0.6043 -4.1105
I: 0.8670 -1.3095 -2.8093
H: -1.9692 0.3912 -3.6976
H: -3.0653 1.4389 -2.7925
H: -1.7975 0.5499 -1.9534
H: -1.3677 2.8340 -3.9476
H: -1.2031 2.9393 -2.2139
H: 0.9130 2.7481 -3.6584
H: 0.8514 1.8194 -2.1976
H: 1.9032 0.7040 -4.6146
H: -0.0200 0.3786 -4.9879
C: -2.4805 -4.8073 0.6990
C: -1.3620 -3.9964 0.0466
C: -2.0713 -3.3943 -1.1594
O: -3.4399 -3.2209 -0.7649
C: -3.6881 -3.9077 0.4601
H: -2.3048 -5.0237 1.7502
H: -2.6115 -5.7573 0.1732
H: -1.0216 -3.2050 0.7180
H: -0.4958 -4.5920 -0.2392
H: -2.0332 -4.0785 -2.0149
H: -1.6345 -2.4464 -1.4682
H: -3.7891 -3.1703 1.2677
H: -4.6283 -4.4529 0.3833
C: 0.9390 4.8051 1.7893
C: 1.5848 3.4280 1.9708
C: 1.2212 2.7404 0.6577
O: 1.1703 3.7744 -0.3193
C: 1.1817 5.0534 0.3051
H: 1.3753 5.5789 2.4170
H: -0.1319 4.7444 1.9985
H: 2.6698 3.5324 2.0596
H: 1.2224 2.8841 2.8437
H: 0.2430 2.2510 0.7167
H: 1.9499 1.9958 0.3364
H: 2.1572 5.5293 0.1509
H: 0.4149 5.6771 -0.1592
C: -8.9765 -5.9961 1.8704
C: -9.0875 -4.5236 2.2722
C: -7.6266 -4.1699 2.5332
O: -6.8606 -4.9805 1.6478
C: -7.6798 -5.9909 1.0666
H: -9.8255 -6.3582 1.2923
H: -8.8730 -6.6240 2.7576
H: -9.4774 -3.9342 1.4405
H: -9.7220 -4.3512 3.1405
H: -7.3432 -4.3967 3.5675
H: -7.3939 -3.1234 2.3345
H: -7.8665 -5.7439 0.0161
H: -7.1430 -6.9395 1.1057
C: 5.5431 7.0217 2.9687
C: 5.0747 8.4741 2.8327
C: 3.8665 8.3176 1.9125
O: 3.3112 7.0423 2.2123
C: 4.2158 6.2755 3.0078
H: 6.1534 6.8331 3.8502
H: 6.1158 6.7271 2.0873
H: 4.7646 8.8648 3.8042
H: 5.8300 9.1426 2.4212
H: 4.1674 8.3434 0.8590
H: 3.1014 9.0794 2.0694
H: 3.8266 6.2108 4.0310
H: 4.2737 5.2688 2.6031
C: 4.4159 1.6586 5.4355
C: 5.6347 1.1949 4.6348
C: 5.5948 2.1485 3.4461
O: 5.0422 3.3706 3.9401
C: 4.4751 3.1685 5.2322
H: 4.4475 1.3767 6.4870
H: 3.5018 1.2532 4.9988
H: 6.5485 1.3433 5.2140
H: 5.5870 0.1504 4.3320
H: 4.9526 1.7607 2.6492
H: 6.5785 2.3576 3.0251
H: 5.1129 3.6459 5.9855
H: 3.4937 3.6444 5.2585
C: 0.6659 -7.7194 4.2338
C: 1.7470 -6.8703 3.5611
C: 0.9727 -6.2589 2.3979
O: -0.3716 -6.1145 2.8540
C: -0.5618 -6.8283 4.0698
H: 0.8766 -7.9553 5.2761
H: 0.5300 -8.6569 3.6911
H: 2.0913 -6.0888 4.2412
H: 2.6131 -7.4423 3.2319
H: 0.9862 -6.9164 1.5222
H: 1.3438 -5.2798 2.0956
H: -0.6460 -6.1167 4.8994
H: -1.4956 -7.3887 4.0026
C: 2.2873 6.7959 -5.5007
C: 2.7384 6.4839 -4.0703
C: 1.5013 5.7915 -3.5039
O: 0.8919 5.1290 -4.6037
C: 1.4658 5.5506 -5.8302
H: 3.1113 6.9511 -6.1969
H: 1.6548 7.6866 -5.5138
H: 3.5829 5.7924 -4.0857
H: 3.0267 7.3647 -3.4966
H: 0.7976 6.5222 -3.0849
H: 1.7240 5.0486 -2.7365
H: 2.1043 4.7519 -6.2244
H: 0.6645 5.7343 -6.5482
C: -1.7484 -4.6403 -6.4819
C: -1.6098 -4.6010 -4.9603
C: -3.0030 -5.0314 -4.5196
O: -3.4838 -5.9301 -5.5314
C: -2.6378 -5.8630 -6.6763
H: -0.7964 -4.7247 -7.0036
H: -2.2522 -3.7393 -6.8363
H: -0.8639 -5.3271 -4.6295
H: -1.3233 -3.6261 -4.5720
H: -3.6788 -4.1739 -4.4501
H: -3.0130 -5.5518 -3.5617
H: -2.0379 -6.7797 -6.7369
H: -3.2646 -5.8051 -7.5687

Atoms 1-2, force components in eV/Å:
-0.03 -0.01 0.04
-0.05 0.17 0.14

Löwdin atomic charge list, values in e, 99 entries: -0.15, -0.31, -0.33, -0.90, 0.45, 0.05, 0.06, 0.05, 0.09, 0.09, 0.06, 0.05, -0.03, -0.01, -0.17, -0.17, -0.21, -0.14, -0.21, 0.09, 0.11, 0.12, 0.11, 0.10, 0.04, 0.12, 0.10, -0.16, -0.16, -0.20, -0.15, -0.21, 0.09, 0.11, 0.09, 0.11, 0.12, 0.12, 0.11, 0.12, -0.17, -0.17, -0.21, -0.15, -0.21, 0.11, 0.11, 0.11, 0.11, 0.12, 0.12, 0.12, 0.12, -0.16, -0.17, -0.20, -0.16, -0.21, 0.11, 0.12, 0.11, 0.11, 0.12, 0.12, 0.12, 0.10, -0.17, -0.17, -0.19, -0.17, -0.21, 0.11, 0.11, 0.11, 0.11, 0.12, 0.12, 0.12, 0.11, -0.17, -0.17, -0.20, -0.16, -0.21, 0.11, 0.11, 0.11, 0.11, 0.12, 0.12, 0.12, 0.12, -0.17, -0.17, -0.20, -0.14, -0.21, 0.10, 0.11